Arrangement a

15
Properties=species:S:1:pos:R:3 method="wB97M-V/def2-TZVPD" total_charge=-1 e_homo_ev=-2.29 spin_multiplicity=1 e_lumo_ev=3.23
C -0.15 -1.33 0.37
O 0.77 -4.16 -0.03
C 0.15 0.13 0.05
C -0.70 1.12 0.59
C -0.74 2.42 -0.11
C 0.29 3.02 -0.72
H -1.09 -1.30 0.93
H 1.13 -3.91 -0.89
H 0.48 0.80 1.06
H -0.31 -1.98 -0.48
H 0.80 0.33 -0.82
H 0.61 -1.80 0.98
H -1.61 3.06 -0.09
H 1.32 2.68 -0.63
H 0.27 3.97 -1.24


Arrangement b

15
Properties=species:S:1:pos:R:3 method="wB97M-V/def2-TZVPD" total_charge=-1 e_homo_ev=-2.10 spin_multiplicity=1 e_lumo_ev=3.95 smiles="C=CCCC[O-]"
C 0.79 0.08 1.53
O 0.04 -0.67 2.36
C -0.11 1.09 0.65
C -0.09 0.86 -0.84
C -0.39 -0.57 -1.26
C -0.38 -0.96 -2.52
H 1.41 -0.56 0.86
H 1.42 0.78 2.16
H -1.10 0.80 1.04
H 0.14 2.12 0.89
H 0.88 1.14 -1.31
H -0.83 1.49 -1.36
H -0.51 -1.34 -0.50
H -0.26 -0.37 -3.43
H -0.50 -2.00 -2.80


Relative energies in eV: arrangement a 3.796; arrangement b 0.000


Arrangement a

16
Properties=species:S:1:pos:R:3 method="wB97M-V/def2-TZVPD" total_charge=+1 e_homo_ev=-13.20 spin_multiplicity=1 e_lumo_ev=-4.24
C -0.53 -0.47 -0.30
C -1.53 1.73 0.27
C 1.74 -1.40 0.05
N -1.49 0.39 -0.26
N -1.00 -1.91 -1.41
N 0.67 -0.43 0.18
I -2.99 -2.11 -1.68
H -1.91 2.40 -0.50
H -2.20 1.77 1.13
H -0.54 2.08 0.58
H 2.64 -0.88 -0.26
H 1.49 -2.15 -0.69
H 1.92 -1.87 1.02
H -2.36 0.09 -0.71
H -0.67 -2.70 -0.86
H 0.92 0.40 0.72


Arrangement b

16
Properties=species:S:1:pos:R:3 method="wB97M-V/def2-TZVPD" total_charge=+1 e_homo_ev="-12.46 / -12.46" spin_multiplicity=1 e_lumo_ev="-6.13 / -6.13"
C 0.19 0.89 -0.49
C -1.60 0.62 1.21
C -0.17 0.66 0.83
N -0.26 -1.67 -1.70
N 0.92 -1.65 -2.23
N 0.78 0.50 1.80
I 2.17 0.93 -1.10
H -0.57 1.29 -1.15
H -2.34 0.90 0.42
H -1.80 1.34 2.02
H -1.77 -0.44 1.64
H 1.06 -0.98 -3.06
H 1.83 -2.09 -1.98
H 0.41 0.39 2.75
H -0.31 -1.88 -0.74
H 1.47 1.21 1.78


Arrangement c

16
Properties=species:S:1:pos:R:3 method="wB97M-V/def2-TZVPD" total_charge=+1 e_homo_ev=-12.51 spin_multiplicity=1 e_lumo_ev=-4.39
C 1.80 -0.46 -0.58
C 0.53 0.50 -0.49
C -1.49 1.11 1.06
N -1.75 -3.52 -0.43
N -1.18 -2.64 -0.05
N -0.33 0.15 0.76
I -3.27 0.28 -0.09
H 2.10 -0.53 0.41
H 1.30 -1.41 -0.92
H 2.39 -0.03 -1.30
H -0.16 0.37 -1.37
H 0.82 1.53 -0.54
H -1.43 2.18 0.71
H -3.54 -0.38 1.37
H 0.21 0.40 1.61
H -0.63 -0.85 0.73


Arrangement d

16
Properties=species:S:1:pos:R:3 method="wB97M-V/def2-TZVPD" total_charge=+1 e_homo_ev=-12.98 spin_multiplicity=1 e_lumo_ev=-4.93 smiles="NCCN(I)C=[NH2+]"
C 0.02 -0.27 -0.62
C -0.47 -1.39 0.40
C 1.04 1.89 0.09
N 1.18 0.63 -0.21
N -0.07 2.58 0.11
N -1.58 -2.29 -0.04
I 2.99 -0.33 0.04
H 0.35 -0.78 -1.53
H -0.83 0.35 -0.88
H 0.44 -1.96 0.67
H -0.82 -0.87 1.30
H 1.96 2.43 0.34
H -0.98 2.18 -0.05
H -0.04 3.58 0.29
H -1.24 -3.00 -0.68
H -1.97 -2.74 0.77


Relative energies in eV: arrangement a 1.273; arrangement b 2.612; arrangement c 3.125; arrangement d 0.000


Arrangement a

30
Properties=species:S:1:pos:R:3 method="wB97M-V/def2-TZVPD" e_homo_ev=-8.04 spin_multiplicity=1 e_lumo_ev=0.90 smiles="CC(C)=C=N[C@@]1(C)C=NN(C)[C@H]1C"
C -0.20 -1.21 1.12
C -1.32 0.65 -0.38
C -0.53 -0.39 -1.10
C 0.56 0.48 -1.76
C -1.27 -1.12 -2.21
C 1.99 0.05 -1.68
C -1.36 -1.96 3.14
C 0.66 -0.44 3.28
C 0.83 2.99 -1.61
C -0.29 -1.14 2.41
N 0.00 -1.39 -0.08
N -0.81 1.82 -0.38
N 0.41 1.76 -1.08
H -2.13 0.58 0.19
H 0.30 0.58 -2.77
H -0.50 -1.63 -2.94
H -1.99 -0.39 -2.72
H -1.87 -1.88 -1.77
H 2.18 -0.68 -2.45
H 2.26 -0.46 -0.79
H 2.54 0.96 -1.78
H -0.79 -2.67 3.93
H -1.97 -1.30 3.70
H -2.09 -2.30 2.50
H 1.52 -0.22 2.69
H 0.90 -1.13 4.21
H 0.26 0.46 3.72
H 0.89 3.70 -0.82
H 1.77 2.84 -2.23
H 0.06 3.44 -2.34


Arrangement b

30
Properties=species:S:1:pos:R:3 method="wB97M-V/def2-TZVPD" e_homo_ev=-8.96 spin_multiplicity=1 e_lumo_ev=0.89 smiles=CCC[C@@H](c1ccccc1)N(N)N
C 3.55 0.04 -0.28
C 2.94 -0.44 0.86
C 2.88 0.66 -1.34
C 1.50 -0.48 0.86
C 1.50 0.76 -1.27
C 0.82 0.23 -0.13
C -2.48 -2.44 0.60
C -1.25 -2.01 -0.11
C -1.33 -0.66 -0.86
C -0.67 0.37 0.02
N -2.28 2.14 -0.15
N -0.12 2.64 0.62
N -0.84 1.88 -0.32
H 4.62 0.34 -0.10
H 3.43 -0.94 1.65
H 3.48 1.02 -2.14
H 1.00 -0.86 1.79
H 0.89 1.26 -2.08
H -3.28 -2.82 -0.02
H -2.30 -3.31 1.29
H -2.67 -1.53 1.26
H -0.37 -2.05 0.51
H -1.04 -2.65 -1.03
H -0.74 -0.74 -1.89
H -2.32 -0.37 -1.17
H -0.83 0.34 1.11
H -2.41 1.80 0.81
H -2.38 3.21 -0.18
H 0.74 2.56 0.21
H -0.02 2.05 1.48


Relative energies in eV: arrangement a 0.340; arrangement b 0.000


Arrangement a

18
Properties=species:S:1:pos:R:3 method="wB97M-V/def2-TZVPD" e_homo_ev=-10.54 spin_multiplicity=1 e_lumo_ev=0.49 smiles=CC(C)O.O.O
O -1.13 1.26 1.24
H -1.26 0.59 0.57
H -0.42 0.92 1.79
O 0.02 3.60 0.41
H -0.72 3.07 0.70
H 0.60 2.99 -0.06
C 0.51 -0.11 -1.39
C -0.10 -1.29 -0.62
C 0.81 -1.67 0.62
O -1.28 -0.86 -0.09
H -0.14 -0.02 -2.26
H 1.50 -0.38 -1.75
H 0.50 0.86 -0.90
H -0.30 -2.09 -1.33
H 1.83 -1.95 0.35
H 0.36 -2.49 1.18
H 0.97 -0.82 1.28
H -1.76 -1.61 0.25


Arrangement b

18
Properties=species:S:1:pos:R:3 method="wB97M-V/def2-TZVPD" e_homo_ev=-8.89 spin_multiplicity=1 e_lumo_ev=0.53 smiles=CO.CO.CO
C 0.27 1.53 3.11
O 0.04 0.22 2.82
H 0.45 1.86 4.08
H -0.69 2.07 2.65
H 0.85 1.93 2.34
H -0.13 0.27 1.79
C 0.95 -1.98 -2.50
O 0.31 -0.77 -2.72
H 0.92 -2.80 -3.24
H 0.59 -2.65 -1.62
H 1.97 -1.87 -2.37
H 0.14 -0.60 -3.53
C -1.23 0.70 0.02
O 0.00 -0.03 0.08
H -1.69 0.99 -1.15
H -1.01 1.55 0.70
H -1.95 0.08 0.38
H 0.20 -0.49 -0.82


Relative energies in eV: arrangement a 0.000; arrangement b 3.889


Arrangement a

8
Properties=species:S:1:pos:R:3 method="wB97M-V/def2-TZVPD" e_homo_ev=-10.75 spin_multiplicity=1 e_lumo_ev=-1.36 smiles="C=C(C#N)C#N"
C 0.33 -0.07 -1.10
C 0.00 -0.04 0.23
C -0.61 -1.04 0.94
C 0.07 1.19 0.72
H 0.71 0.80 -1.38
H 0.50 -1.05 -1.78
N -1.05 -2.10 1.29
N 0.05 2.32 1.07


Arrangement b

8
Properties=species:S:1:pos:R:3 method="wB97M-V/def2-TZVPD" e_homo_ev=-10.94 spin_multiplicity=1 e_lumo_ev=-1.06
C -0.53 -0.29 -1.44
C -0.13 -0.91 -0.22
C 0.33 -0.15 0.80
C 0.35 1.28 0.80
H -0.15 -1.98 -0.09
H 0.62 -0.61 1.73
N -0.88 0.24 -2.42
N 0.39 2.43 0.84


Arrangement c

8
Properties=species:S:1:pos:R:3 method="wB97M-V/def2-TZVPD" e_homo_ev=-10.89 spin_multiplicity=1 e_lumo_ev=-1.52
C -1.68 -0.62 -0.15
C -0.72 0.51 -0.17
C 0.67 0.52 0.16
C 1.86 -0.48 -0.03
H -1.02 1.43 -0.14
H 0.94 1.54 0.27
N -2.57 -1.41 0.11
N 2.52 -1.49 -0.05


Relative energies in eV: arrangement a 1.407; arrangement b 0.000; arrangement c 1.977


Arrangement a

8
Properties=species:S:1:pos:R:3 method="wB97M-V/def2-TZVPD" e_homo_ev=-10.41 spin_multiplicity=1 e_lumo_ev=-1.64 smiles="C=C(C#N)C#N"
C -0.08 -1.17 0.84
C 0.03 -0.02 0.11
C 1.16 0.82 0.10
C -1.23 0.08 -0.48
H -1.12 -1.58 0.96
H 0.72 -1.72 1.26
N 2.52 0.80 0.19
N -2.37 -0.08 -1.00


Arrangement b

8
Properties=species:S:1:pos:R:3 method="wB97M-V/def2-TZVPD" e_homo_ev=-10.32 spin_multiplicity=1 e_lumo_ev=-1.74
C 1.45 -0.56 0.11
C 0.72 0.63 0.06
C -0.65 0.62 -0.22
C -1.41 -0.52 -0.06
H 1.54 1.54 0.45
H -1.13 1.59 -0.29
N 1.60 -1.85 -0.16
N -2.11 -1.45 0.12


Relative energies in eV: arrangement a 1.126; arrangement b 0.000


Arrangement a

8
Properties=species:S:1:pos:R:3 method="wB97M-V/def2-TZVPD" total_charge=+1 e_homo_ev=-12.73 spin_multiplicity=1 e_lumo_ev=-4.61
C -0.11 2.14 -0.76
N 0.44 -1.45 0.64
Br -0.38 3.82 -1.48
Br -1.58 1.11 -0.87
H 0.97 -2.26 1.05
H 0.56 -0.54 1.12
H -0.66 -1.69 0.58
H 0.77 -1.13 -0.27


Arrangement b

8
Properties=species:S:1:pos:R:3 method="wB97M-V/def2-TZVPD" total_charge=+1 e_homo_ev=-14.57 spin_multiplicity=1 e_lumo_ev=-6.02
C 0.35 -1.14 -0.45
N -0.55 -0.25 -0.82
Br 0.48 2.25 1.62
Br 1.53 -1.70 -1.72
H 0.37 -1.62 0.43
H -1.23 0.01 -0.12
H -0.32 2.25 2.75
H -0.63 0.20 -1.68


Relative energies in eV: arrangement a 2.350; arrangement b 0.000


Arrangement a

19
Properties=species:S:1:pos:R:3 method="wB97M-V/def2-TZVPD" e_homo_ev=-9.68 spin_multiplicity=1 e_lumo_ev=0.35 smiles="C/C=C/O.O.O.O"
C 2.24 -1.38 0.23
C 1.47 -0.09 -0.06
C 0.12 -0.19 -0.29
O -0.62 0.91 -0.66
H 3.09 -1.59 -0.48
H 2.66 -1.40 1.24
H 1.58 -2.23 0.10
H 1.91 0.75 -0.61
H -0.52 -1.04 -0.01
H -0.72 0.76 -1.61
H -2.73 -1.92 -1.83
H -2.96 -0.56 -2.53
O -2.28 -1.21 -2.32
H 1.58 2.47 1.69
H 0.28 2.71 1.17
O 0.74 2.88 2.00
H -2.40 0.74 0.81
H -1.22 0.18 1.56
O -2.21 0.22 1.60


Arrangement b

19
Properties=species:S:1:pos:R:3 method="wB97M-V/def2-TZVPD" e_homo_ev=-8.46 spin_multiplicity=1 e_lumo_ev=-5.30
C 0.33 1.33 -2.34
C 0.27 2.13 -0.98
C 0.34 1.46 0.23
O 0.43 1.92 1.39
H 0.47 0.29 -1.98
H 1.23 1.64 -2.93
H -0.64 1.47 -2.85
H 0.02 3.20 -0.86
H 0.37 0.35 0.09
H 0.89 -1.20 2.49
H -1.15 -0.53 1.54
H -0.90 1.04 1.83
O -1.61 0.32 1.73
H -1.80 -2.65 0.80
H 1.39 -1.34 1.95
O -0.99 -2.43 1.30
H 0.00 -2.33 0.29
H 0.87 -2.72 -1.09
O 0.49 -1.96 -0.61


Relative energies in eV: arrangement a 0.000; arrangement b 6.678